Entry 1:
Formula: C42H52GeLaN6O8Se2
Source: OMol25
Level of theory: the ωB97M-V functional and the def2-TZVPD basis

Cartesian coordinates (Å):
La 0.581 0.875 -2.670
C 2.617 -2.450 -1.421
C 1.780 -2.519 -2.619
N 1.227 -1.436 -3.178
C 0.557 -1.794 -4.323
C 0.771 -3.216 -4.499
N 1.677 -3.543 -3.468
C -0.015 -4.276 -5.177
O -0.790 -3.890 -6.194
O 0.028 -5.421 -4.712
C -0.214 -0.898 -5.211
O -0.745 -1.407 -6.207
O -0.205 0.323 -4.836
H 3.105 -3.392 -1.175
H 1.865 -2.238 -0.586
H 3.291 -1.635 -1.411
H 1.806 -4.569 -3.323
H -0.802 -2.855 -6.178
C -5.454 4.563 1.025
Se -5.225 2.862 0.044
C -3.508 3.490 -0.889
C -3.725 3.715 -2.389
Se -2.168 2.807 -3.418
C -2.899 1.769 -4.793
H -4.539 4.815 1.525
H -6.231 4.265 1.759
H -5.765 5.447 0.461
H -2.766 2.724 -0.814
H -3.207 4.377 -0.383
H -3.679 4.753 -2.700
H -4.621 3.157 -2.717
H -3.957 1.500 -4.656
H -2.330 0.874 -4.795
H -2.714 2.348 -5.703
O -0.469 1.888 -0.525
C 0.291 1.108 0.184
O 1.118 0.243 -0.355
C -0.002 1.109 1.681
C 1.031 0.333 2.489
Ge 0.849 -0.012 4.439
C 0.676 1.527 5.695
C -0.028 1.430 6.914
C 0.022 2.439 7.860
C 0.806 3.546 7.726
C 1.558 3.603 6.533
C 1.492 2.663 5.528
C -0.511 -1.255 4.926
C -0.373 -2.608 4.781
C -1.345 -3.423 5.287
C -2.447 -2.892 5.897
C -2.643 -1.500 5.975
C -1.681 -0.696 5.388
C 2.728 -0.783 4.707
C 3.120 -1.141 6.001
C 4.432 -1.415 6.251
C 5.407 -1.252 5.282
C 5.052 -0.952 4.002
C 3.709 -0.670 3.698
H -1.038 0.680 1.609
H -0.183 2.113 2.025
H 1.984 0.798 2.307
H 0.928 -0.650 2.048
H -0.578 0.515 7.182
H -0.471 2.270 8.767
H 1.047 4.323 8.404
H 2.312 4.355 6.438
H 2.208 2.752 4.731
H 0.525 -3.013 4.315
H -1.256 -4.508 5.287
H -3.283 -3.559 6.217
H -3.569 -1.014 6.334
H -1.828 0.356 5.152
H 2.361 -1.412 6.731
H 4.706 -1.664 7.306
H 6.515 -1.228 5.506
H 5.741 -0.941 3.138
H 3.478 -0.520 2.636
C 2.628 4.706 -5.577
N 3.347 3.573 -4.964
C 4.753 3.383 -5.051
C 5.390 2.300 -4.511
C 4.523 1.245 -4.027
N 3.270 1.551 -3.719
C 2.677 2.691 -4.127
O 1.440 2.889 -3.842
N 4.928 -0.016 -3.873
H 1.630 4.737 -5.197
H 2.523 4.584 -6.655
H 3.204 5.662 -5.437
H 5.257 4.158 -5.630
H 6.482 2.269 -4.591
H 5.879 -0.250 -4.217
H 4.223 -0.710 -3.685
O -1.477 -0.418 -2.074
C -2.154 -1.386 -1.618
C -3.626 -1.356 -1.699
C -4.247 -2.136 -2.890
C -4.158 -3.606 -2.545
C -2.802 -4.187 -2.207
C -2.127 -3.741 -0.898
N -1.550 -2.424 -0.925
H -3.871 -0.290 -1.802
H -3.966 -1.758 -0.712
H -3.653 -1.818 -3.770
H -5.296 -1.856 -2.991
H -4.535 -4.196 -3.406
H -4.923 -3.798 -1.742
H -2.166 -3.950 -3.040
H -2.984 -5.264 -2.134
H -1.344 -4.492 -0.717
H -2.808 -3.833 -0.015
H -0.605 -2.330 -0.578

Properties
Spin multiplicity   1
Molecular weight   1138.35 g mol⁻¹
Charge   +1
HOMO level   -10.002 eV

Entry 2:
Formula: C42H52O3PSSbSe2SiTi
Source: OMol25
Level of theory: the ωB97M-V functional and the def2-TZVPD basis

Cartesian coordinates (Å):
Ti -0.599 -0.982 0.107
Se -2.406 -1.106 1.900
P -1.459 -3.038 1.464
Se -0.497 -3.482 -0.445
C -2.817 -4.261 1.664
C -3.827 -4.047 2.600
C -4.810 -4.998 2.805
C -4.801 -6.180 2.075
C -3.799 -6.401 1.144
C -2.810 -5.449 0.943
C -0.300 -3.369 2.827
C 0.981 -3.841 2.575
C 1.852 -4.075 3.629
C 1.450 -3.841 4.933
C 0.168 -3.367 5.189
C -0.700 -3.128 4.140
H -3.861 -3.121 3.159
H -5.590 -4.814 3.532
H -5.575 -6.919 2.228
H -3.783 -7.316 0.568
H -2.034 -5.628 0.211
H 1.303 -4.004 1.554
H 2.853 -4.432 3.423
H 2.137 -4.019 5.749
H -0.149 -3.175 6.205
H -1.689 -2.738 4.343
C -1.059 -0.203 -3.342
C 0.386 -0.608 -3.113
C 0.586 -2.066 -3.504
C 1.343 0.287 -3.883
O 0.616 -0.451 -1.668
Si 2.110 -0.363 -0.845
S 1.546 -0.400 1.114
O 2.857 -1.709 -1.403
C 4.190 -2.232 -1.349
C 4.692 -2.185 0.087
C 5.079 -1.438 -2.294
C 4.074 -3.675 -1.818
O 2.961 0.932 -1.359
C 3.569 2.116 -0.803
C 2.551 2.908 0.001
C 4.735 1.717 0.085
C 4.044 2.915 -2.007
H -1.329 -0.415 -4.379
H -1.231 0.858 -3.162
H -1.745 -0.774 -2.703
H 0.637 -2.132 -4.595
H -0.248 -2.681 -3.168
H 1.513 -2.449 -3.092
H 1.025 0.313 -4.928
H 2.364 -0.092 -3.852
H 1.353 1.302 -3.494
H 4.819 -1.159 0.427
H 5.655 -2.691 0.182
H 3.974 -2.670 0.747
H 5.093 -0.384 -2.028
H 4.707 -1.526 -3.315
H 6.099 -1.822 -2.269
H 3.401 -4.234 -1.170
H 5.052 -4.159 -1.806
H 3.687 -3.714 -2.836
H 2.185 2.316 0.838
H 1.715 3.200 -0.630
H 3.007 3.821 0.392
H 4.386 1.129 0.933
H 5.224 2.610 0.477
H 5.477 1.138 -0.463
H 3.190 3.217 -2.614
H 4.718 2.319 -2.621
H 4.570 3.816 -1.686
C -6.326 2.461 -1.482
C -5.942 1.357 -0.736
C -4.625 1.221 -0.320
C -3.676 2.194 -0.631
C -4.072 3.293 -1.387
C -5.387 3.426 -1.811
Sb -1.656 1.938 -0.018
C -1.793 2.639 1.969
C -0.634 3.026 2.636
C -0.680 3.405 3.969
C -1.888 3.392 4.653
C -3.047 3.003 3.998
C -2.999 2.628 2.663
C -0.884 3.691 -0.924
C -0.291 3.637 -2.181
C 0.194 4.786 -2.790
C 0.098 6.008 -2.143
C -0.493 6.076 -0.891
C -0.984 4.926 -0.288
H -7.353 2.563 -1.809
H -6.666 0.593 -0.485
H -4.340 0.335 0.237
H -3.361 4.066 -1.653
H -5.675 4.288 -2.399
H 0.321 3.031 2.122
H 0.230 3.702 4.473
H -1.922 3.685 5.694
H -3.991 2.993 4.525
H -3.917 2.340 2.163
H -0.178 2.695 -2.694
H 0.656 4.723 -3.767
H 0.481 6.903 -2.614
H -0.574 7.026 -0.379
H -1.441 5.001 0.691

Properties
Spin multiplicity   3
Molecular weight   1023.55 g mol⁻¹
HOMO level (spin up / spin down)   -6.525 / -8.073 eV